[1]
Here is C26H76Br3N13O6P4 as an isolated structure from the OMol25 dataset. Energies are from wB97M-V/def2-TZVPD.

```
128
Properties=species:S:1:pos:R:3:mulliken_charge:R:1
C 24.601 -7.268 -5.703 -0.30
N 24.588 -6.840 -7.135 0.92
O 24.639 -7.718 -7.972 -0.60
O 24.588 -5.661 -7.397 -0.51
H 25.149 -6.543 -5.121 -0.21
H 25.000 -8.276 -5.761 0.48
H 23.562 -7.391 -5.403 0.26
O 17.510 -7.069 -0.272 -0.91
P 18.246 -6.061 -1.039 0.48
N 19.476 -6.651 -1.997 0.44
C 19.098 -7.695 -2.916 -1.10
C 20.845 -6.750 -1.535 -1.31
N 18.977 -4.906 -0.106 0.37
C 18.595 -4.699 1.271 -1.18
C 19.998 -4.009 -0.576 -1.09
N 17.294 -5.281 -2.147 0.28
C 17.821 -4.372 -3.098 -0.86
C 15.853 -5.418 -2.116 -1.12
H 19.698 -7.653 -3.834 0.28
H 18.058 -7.627 -3.224 0.34
H 19.297 -8.680 -2.473 0.36
H 21.498 -6.293 -2.291 0.37
H 21.128 -7.810 -1.476 0.40
H 21.064 -6.324 -0.563 0.37
H 18.353 -5.648 1.755 0.36
H 19.437 -4.319 1.852 0.38
H 17.732 -4.033 1.364 0.30
H 20.889 -4.083 0.069 0.57
H 20.420 -4.266 -1.544 0.05
H 19.693 -2.957 -0.600 0.39
H 18.843 -4.624 -3.391 0.24
H 17.200 -4.310 -3.993 0.39
H 17.907 -3.344 -2.700 0.21
H 15.326 -4.487 -1.894 0.33
H 15.613 -6.137 -1.330 0.33
H 15.483 -5.881 -3.038 0.35
O 29.646 -8.487 4.071 -0.71
P 30.408 -8.312 5.317 -0.12
N 29.536 -8.816 6.623 0.35
C 29.975 -8.894 8.000 -0.74
C 28.082 -8.894 6.473 -1.07
N 30.828 -6.752 5.672 0.39
C 32.004 -6.141 5.066 -1.02
C 29.764 -5.892 6.188 -0.87
N 31.861 -9.088 5.284 0.29
C 32.140 -9.947 4.126 -1.02
C 32.978 -8.877 6.171 -1.14
H 29.664 -8.000 8.562 0.30
H 31.055 -8.923 8.031 0.13
H 29.490 -9.754 8.461 0.32
H 27.758 -9.852 6.901 0.37
H 27.789 -8.980 5.431 0.25
H 27.581 -8.051 6.955 0.31
H 31.754 -5.117 4.787 0.43
H 32.836 -6.122 5.773 0.24
H 32.294 -6.691 4.171 0.31
H 28.863 -6.024 5.587 0.29
H 29.611 -6.099 7.247 0.17
H 30.102 -4.861 6.095 0.43
H 32.220 -9.377 3.199 0.27
H 33.070 -10.475 4.325 0.42
H 31.344 -10.683 4.019 0.28
H 32.684 -8.432 7.111 0.38
H 33.809 -8.350 5.688 0.38
H 33.400 -9.863 6.410 0.39
O 23.401 -4.316 -4.163 -1.00
P 24.124 -3.039 -4.217 0.71
N 25.107 -2.768 -2.896 0.67
C 25.891 -1.531 -2.825 -0.61
C 24.540 -3.168 -1.621 -1.03
N 23.077 -1.765 -4.367 0.34
C 21.672 -1.937 -4.060 -0.96
C 23.464 -0.441 -4.831 -1.37
N 25.167 -2.891 -5.484 0.41
C 26.465 -3.560 -5.451 -1.12
C 24.638 -2.634 -6.815 -1.31
H 25.229 -0.691 -2.604 0.22
H 26.405 -1.416 -3.777 0.26
H 26.663 -1.685 -2.070 -0.09
H 23.893 -2.375 -1.212 0.28
H 25.314 -3.440 -0.902 0.25
H 23.899 -4.042 -1.753 0.19
H 21.234 -0.975 -3.797 0.49
H 21.110 -2.419 -4.867 0.27
H 21.552 -2.600 -3.205 0.03
H 24.424 -0.507 -5.327 0.56
H 22.676 -0.026 -5.460 0.38
H 23.564 0.248 -3.982 0.30
H 26.652 -3.936 -4.447 0.11
H 26.450 -4.416 -6.128 0.43
H 27.238 -2.828 -5.694 0.38
H 23.809 -3.305 -7.062 0.32
H 25.411 -2.760 -7.569 0.51
H 24.217 -1.633 -6.924 0.35
O 26.103 -10.502 -2.293 -0.88
P 26.753 -9.329 -1.678 0.14
N 27.951 -8.609 -2.605 0.65
C 27.459 -7.980 -3.825 -0.84
C 29.160 -9.420 -2.805 -1.13
N 27.513 -9.673 -0.243 0.35
C 27.611 -11.123 0.033 -0.96
C 28.509 -8.852 0.433 -0.52
N 25.664 -8.126 -1.348 0.40
C 26.140 -6.884 -0.778 -0.38
C 24.281 -8.124 -1.735 -1.13
H 26.377 -7.900 -3.858 -0.22
H 27.714 -8.596 -4.696 0.52
H 27.885 -6.984 -3.982 0.23
H 29.762 -9.395 -1.896 0.16
H 29.700 -9.011 -3.652 0.50
H 28.918 -10.477 -2.969 0.34
H 28.146 -11.263 0.968 0.35
H 26.625 -11.577 0.137 0.28
H 28.076 -11.656 -0.801 0.29
H 29.423 -8.730 -0.168 0.02
H 28.176 -7.814 0.486 0.04
H 28.663 -9.201 1.448 0.53
H 25.709 -6.069 -1.384 -0.25
H 25.759 -6.728 0.233 0.25
H 27.198 -6.811 -0.989 0.20
H 24.057 -7.237 -2.342 0.21
H 23.605 -8.172 -0.871 0.43
H 23.990 -9.000 -2.319 0.38
C 29.624 -3.725 -0.952 -0.44
Br 28.724 -4.741 -2.343 0.06
Br 30.408 -4.921 0.329 -0.01
Br 28.472 -2.422 -0.181 -0.06
H 30.435 -3.255 -1.487 0.43
```

relative energy (zero: lowest compared OMol25 entry of this formula, charge and spin)	0.0	kJ/mol
highest occupied orbital energy	-8.27	eV
HOMO-LUMO gap	8.0226	eV

[2]
Here is C26H78FeN2O32 as an isolated structure from the OMol25 dataset. Energies are from wB97M-V/def2-TZVPD.

```
139
Properties=species:S:1:pos:R:3:mulliken_charge:R:1
Fe 1.352 -2.276 -1.274 1.38
N 2.266 -4.497 1.081 0.45
O 1.879 -4.315 2.222 -0.46
O 3.123 -5.370 0.934 -0.69
O 1.952 -3.764 0.168 -0.59
N -0.348 -0.247 0.358 0.44
O -1.529 -0.349 0.447 -0.49
O 0.138 0.840 0.295 -0.34
O 0.387 -1.189 0.190 0.27
C 3.891 -2.824 -2.242 -0.88
C 4.072 -1.370 -1.759 -0.38
O 3.037 -0.988 -0.931 0.10
O 2.571 -3.037 -2.776 -0.41
H 4.164 -3.578 -1.503 0.19
H 4.471 -3.001 -3.148 0.64
H 4.074 -0.718 -2.633 0.25
H 4.986 -1.114 -1.224 0.48
H 3.269 -0.199 -0.435 -0.04
H 2.652 -3.548 -3.585 0.31
C -1.251 1.836 -3.007 -0.11
C -1.757 2.807 -2.008 -0.02
O -1.715 4.171 -2.495 -0.58
O 0.132 1.735 -3.259 -0.64
H -1.766 1.927 -3.963 0.39
H -1.607 0.868 -2.652 -0.05
H -1.031 2.729 -1.199 -0.10
H -2.793 2.599 -1.741 0.34
H -2.143 4.755 -1.865 0.34
H 0.391 2.651 -3.387 0.22
C -6.275 -1.761 1.458 0.16
C -6.382 -2.855 2.504 -0.21
O -7.320 -2.602 3.447 -0.54
O -7.159 -1.866 0.425 -0.59
H -5.258 -1.787 1.066 -0.22
H -6.383 -0.765 1.888 0.29
H -5.400 -2.977 2.960 0.14
H -6.467 -3.765 1.910 0.30
H -7.653 -1.751 3.154 0.38
H -6.973 -1.202 -0.243 0.30
C 4.106 7.166 2.451 -0.63
C 2.796 6.475 1.965 -0.33
O 3.098 5.229 1.428 -0.35
O 5.132 7.480 1.470 -0.54
H 4.511 6.538 3.244 0.30
H 3.762 8.005 3.056 0.40
H 2.407 7.107 1.167 0.23
H 2.068 6.525 2.775 0.35
H 2.437 4.575 1.669 0.08
H 5.092 6.677 0.946 0.34
C -1.135 -2.415 3.559 -0.41
C -1.314 -3.763 2.790 0.08
O -0.756 -4.873 3.488 -0.53
O 0.213 -2.240 3.797 -0.27
H -1.539 -2.619 4.551 0.37
H -1.719 -1.563 3.208 -0.04
H -0.757 -3.709 1.854 -0.18
H -2.333 -4.080 2.565 0.52
H -1.154 -5.667 3.123 0.27
H 0.465 -1.420 3.366 0.09
C 0.459 -6.880 -0.766 0.06
C -0.107 -8.272 -1.143 -0.95
O -0.930 -8.855 -0.289 -0.52
O -0.512 -5.875 -1.026 -0.40
H 1.405 -6.691 -1.274 0.29
H 0.592 -6.893 0.316 0.16
H 0.722 -8.980 -1.143 0.44
H -0.578 -8.178 -2.121 0.34
H -0.428 -9.220 0.443 0.35
H -1.353 -6.274 -0.790 0.16
C -3.499 3.115 1.218 0.50
C -3.834 1.705 1.949 -0.12
O -4.559 0.917 1.014 -0.55
O -4.569 4.089 1.212 -0.59
H -3.355 2.813 0.181 -0.51
H -2.558 3.560 1.542 0.29
H -4.333 1.935 2.891 0.40
H -3.024 1.001 2.137 -0.11
H -3.989 0.409 0.432 0.21
H -4.163 4.892 1.547 0.35
C -1.203 -2.616 -2.688 -0.39
C -0.368 -1.566 -3.553 -0.76
O 0.512 -0.790 -2.752 -0.35
O -0.272 -3.296 -1.934 -0.30
H -1.735 -3.313 -3.335 0.58
H -1.942 -2.140 -2.043 0.09
H -1.006 -0.862 -4.087 0.61
H 0.310 -2.012 -4.281 0.24
H 0.334 0.134 -2.942 0.39
H -0.664 -4.165 -1.826 0.25
C 4.384 2.372 -1.123 -0.68
C 3.699 2.377 -2.498 1.56
O 4.569 2.433 -3.545 -0.67
O 3.688 1.795 -0.131 -0.23
H 4.404 3.381 -0.711 0.40
H 5.422 2.054 -1.212 0.34
H 2.892 3.098 -2.626 -0.59
H 3.271 1.380 -2.607 -0.70
H 4.834 3.356 -3.540 0.37
H 4.094 1.964 0.722 0.16
C 0.422 3.171 2.600 -0.66
C 1.593 2.186 3.275 -0.34
O 1.272 0.842 2.928 -0.04
O 0.851 3.446 1.351 -0.16
H 0.322 4.136 3.095 0.49
H -0.499 2.595 2.697 0.07
H 1.582 2.238 4.364 0.41
H 2.585 2.480 2.932 0.22
H 1.185 0.845 1.972 -0.22
H 0.737 2.704 0.753 0.27
C -4.899 -1.585 -3.911 -0.49
C -5.406 -0.450 -3.032 -0.40
O -4.477 -0.368 -1.959 -0.26
O -5.188 -2.856 -3.292 -0.50
H -3.854 -1.570 -4.222 0.04
H -5.401 -1.459 -4.871 0.37
H -6.461 -0.610 -2.807 0.23
H -5.354 0.545 -3.475 0.37
H -4.133 -1.245 -1.773 0.28
H -6.103 -2.892 -3.005 0.35
C 2.522 6.063 -4.265 -0.62
C 1.453 6.047 -3.177 -0.35
O 1.189 4.833 -2.604 -0.17
O 2.181 5.207 -5.309 -0.55
H 3.467 5.711 -3.852 0.24
H 2.568 7.051 -4.723 0.37
H 0.573 6.437 -3.690 0.27
H 1.817 6.726 -2.407 0.41
H 0.795 5.025 -1.749 0.07
H 2.761 4.463 -5.131 0.36
C 3.466 -1.328 4.794 -0.11
C 3.262 -1.891 6.187 -0.68
O 2.128 -2.757 6.173 -0.39
O 3.009 -2.219 3.759 -0.26
H 4.521 -1.086 4.665 0.45
H 2.967 -0.361 4.856 -0.12
H 3.167 -1.052 6.876 0.34
H 4.127 -2.388 6.628 0.38
H 2.112 -3.046 7.089 0.25
H 3.562 -2.118 2.980 0.19
```

2S+1	5
expectation value of S²	6.0059
relative energy (zero: lowest compared OMol25 entry of this formula, charge and spin)	83.7	kJ/mol
highest occupied orbital energy (spin up / spin down)	-7.72 / -7.71	eV
HOMO-LUMO gap (spin up / spin down)	7.3498 / 7.3142	eV

[3]
Here is a 13-piece molecular cluster, C26H78O13 overall from the OMol25 dataset. Energies are from wB97M-V/def2-TZVPD.

```
117
Properties=species:S:1:pos:R:3:mulliken_charge:R:1
C 12.841 13.868 15.566 -1.04
C 12.514 12.402 15.185 0.04
O 13.505 12.007 14.288 -0.17
H 12.065 14.447 16.066 0.40
H 13.100 14.430 14.669 0.05
H 13.691 13.895 16.248 0.31
H 11.571 12.352 14.641 0.09
H 12.426 11.819 16.102 0.36
H 14.360 11.762 14.648 -0.02
C 12.072 15.809 6.118 -1.36
C 12.741 15.482 7.470 0.10
O 11.839 14.709 8.190 0.25
H 12.815 16.188 5.416 0.39
H 11.331 16.604 6.203 0.36
H 11.472 14.964 5.780 0.26
H 13.067 16.351 8.042 0.26
H 13.672 14.928 7.348 0.15
H 11.452 15.182 8.931 -0.31
C 15.741 14.395 12.888 0.06
C 16.671 15.603 12.488 -0.73
O 17.870 15.288 13.098 -0.51
H 16.153 13.414 12.654 0.03
H 14.764 14.501 12.416 -0.38
H 15.564 14.463 13.962 0.50
H 16.258 16.575 12.758 0.48
H 16.845 15.726 11.419 0.24
H 18.242 16.152 13.288 0.34
C 15.828 8.935 9.904 -1.74
C 14.934 10.150 10.131 1.06
O 13.668 9.462 10.419 -0.51
H 15.399 8.355 9.087 0.34
H 15.927 8.273 10.764 0.34
H 16.836 9.237 9.618 0.42
H 14.733 10.750 9.243 0.05
H 15.257 10.786 10.955 -0.19
H 13.131 9.911 11.076 0.29
C 10.223 8.587 9.130 -0.77
C 9.095 9.533 8.920 -0.09
O 8.302 9.522 10.025 -0.52
H 10.788 8.549 8.198 0.13
H 9.827 7.623 9.448 0.46
H 10.883 8.874 9.949 -0.06
H 8.432 9.180 8.130 0.54
H 9.345 10.551 8.621 0.05
H 7.500 9.996 9.792 0.30
C 12.563 10.419 6.855 -1.53
C 12.156 11.407 7.923 2.08
O 11.078 12.206 7.628 -0.57
H 13.433 9.881 7.231 0.18
H 12.720 10.921 5.900 0.43
H 11.841 9.643 6.600 0.38
H 13.019 12.020 8.183 -0.84
H 11.987 10.902 8.873 -0.25
H 11.252 13.077 7.993 0.26
C 9.975 8.963 14.855 -0.48
C 10.898 7.858 14.323 -0.03
O 10.385 6.715 14.970 -0.58
H 8.930 8.662 14.783 0.35
H 10.135 9.861 14.259 -0.14
H 10.166 9.173 15.907 0.33
H 11.947 8.011 14.578 0.12
H 10.779 7.726 13.247 0.16
H 10.099 5.974 14.430 0.31
C 13.205 16.915 11.176 -0.72
C 11.779 16.523 11.532 -0.23
O 11.029 16.358 10.307 -0.46
H 13.514 16.345 10.300 -0.03
H 13.811 16.756 12.068 0.25
H 13.154 17.923 10.764 0.47
H 11.407 17.268 12.235 0.44
H 11.797 15.604 12.119 0.06
H 11.013 17.193 9.835 0.23
C 12.142 12.729 11.041 1.22
C 11.293 11.528 11.585 0.48
O 12.123 10.615 12.276 -0.67
H 11.464 13.387 10.498 -0.88
H 12.977 12.495 10.381 -0.39
H 12.429 13.328 11.905 0.28
H 10.810 10.980 10.776 -0.89
H 10.532 11.927 12.256 0.57
H 12.527 11.144 12.969 0.01
C 15.899 13.766 9.168 -0.10
C 17.250 13.071 9.093 -0.43
O 17.691 13.166 7.740 -0.57
H 15.529 13.852 10.189 -0.20
H 15.110 13.230 8.641 -0.07
H 15.970 14.711 8.630 0.48
H 17.089 12.022 9.339 -0.01
H 18.062 13.547 9.643 0.40
H 18.281 13.923 7.775 0.35
C 7.223 12.244 13.187 -0.75
C 7.308 11.027 14.184 -0.16
O 6.144 10.887 14.949 -0.56
H 6.232 12.443 12.779 0.40
H 7.863 11.963 12.351 -0.08
H 7.503 13.211 13.606 0.45
H 8.227 11.138 14.760 0.15
H 7.447 10.120 13.595 0.26
H 6.094 11.696 15.463 0.33
C 16.109 9.923 13.797 -0.49
C 16.128 10.535 15.264 -0.77
O 16.099 11.949 15.299 -0.49
H 16.699 10.567 13.144 0.21
H 15.114 9.905 13.352 0.00
H 16.514 8.913 13.739 0.46
H 17.059 10.298 15.779 0.38
H 15.278 10.162 15.837 0.32
H 16.884 12.310 14.881 0.29
C 8.514 14.418 8.568 -1.09
C 8.359 13.961 9.976 0.73
O 8.345 15.058 10.840 -0.65
H 8.728 13.622 7.855 0.26
H 9.292 15.179 8.505 0.13
H 7.553 14.849 8.287 0.41
H 9.186 13.320 10.280 -0.57
H 7.455 13.362 10.083 0.44
H 9.104 15.583 10.574 0.36
```

relative energy (zero: lowest compared OMol25 entry of this formula, charge and spin)	365.0	kJ/mol
highest occupied orbital energy	-9.18	eV
HOMO-LUMO gap	9.3426	eV

The lowest relative energy (zero: lowest compared OMol25 entry of this formula, charge and spin) belongs to which entry? C26H76Br3N13O6P4

relative energy (zero: lowest compared OMol25 entry of this formula, charge and spin) of number 2 (C26H78FeN2O32)? 83.7 kJ/mol